ORCA calculation (ωB97M-V with the def2-TZVPD basis set) on a cluster of 14 separate species, C36H100N24O14 in total.

Values from the calculation:
HOMO level	-8.00	eV
relative energy (zero: lowest compared OMol25 entry of this formula, charge and spin)	0.0	kJ/mol
DFT total energy	-3799.4316	hartree

```
174
Properties=species:S:1:pos:R:3:forces:R:3:lowdin_charge:R:1
C 3.56116 -6.54393 -0.91077 -0.485 0.131 -0.938 -0.02
C 2.15800 -6.70948 -1.55875 -0.330 0.284 -0.067 -0.47
C 1.63769 -8.13888 -1.25527 -0.560 -0.374 -0.472 -0.12
C 0.11252 -8.37200 -1.20290 -0.171 0.804 0.658 -0.16
C -0.53442 -7.25162 -0.39543 0.046 -0.886 0.742 -0.15
C -0.17562 -5.85077 -0.85075 -0.966 0.111 0.343 -0.50
N 1.27687 -5.70887 -0.91611 0.367 -0.705 1.929 -0.10
O 1.69458 -4.37467 -1.18831 -0.461 -1.085 -1.102 -0.03
C -0.82294 -5.51968 -2.18492 0.060 -0.193 -0.757 -0.03
C -0.79842 -4.90814 0.20818 0.714 0.444 -0.872 -0.02
C 2.20502 -6.59260 -3.10019 -0.546 0.565 -0.662 -0.03
H 3.91423 -5.51908 -0.79100 -0.587 0.199 0.039 0.07
H 4.29441 -6.93870 -1.61696 0.126 -0.752 0.512 0.09
H 3.47474 -7.00297 0.07045 0.680 -0.146 -0.047 0.07
H 1.97050 -8.76922 -2.08099 0.475 -0.121 0.258 0.11
H 2.06178 -8.53693 -0.33365 0.091 0.213 0.057 0.11
H -0.05501 -9.27991 -0.62303 -0.041 -0.268 -0.408 0.11
H -0.37278 -8.46495 -2.17483 0.258 -0.079 -0.134 0.11
H -0.27379 -7.44373 0.65383 0.733 0.505 0.026 0.12
H -1.61431 -7.34923 -0.24745 -0.178 0.098 -0.895 0.13
H -1.90373 -5.37639 -2.14065 0.076 -0.058 0.309 0.08
H -0.39408 -4.59107 -2.57004 0.117 -0.464 0.124 0.06
H -0.67611 -6.27372 -2.95888 0.140 -0.182 0.139 0.08
H -0.56133 -5.16997 1.23799 0.030 -0.110 -0.004 0.09
H -0.43405 -3.89717 0.01609 -0.139 -0.209 0.086 0.05
H -1.87592 -4.91122 0.05269 -0.068 -0.038 0.229 0.09
H 2.66733 -5.68026 -3.48997 0.542 -0.133 0.208 0.08
H 1.22801 -6.54920 -3.58840 -0.288 -0.130 0.507 0.07
H 2.63959 -7.47058 -3.57643 0.584 0.175 0.231 0.09
H 1.72341 -4.43456 -2.15620 0.206 1.010 -0.032 0.09
C -5.17265 -3.39796 -5.07397 -0.131 0.858 0.800 -0.03
C -4.21836 -3.24536 -3.85957 0.333 -0.296 -0.978 -0.51
C -2.78051 -3.30562 -4.44385 0.160 -0.008 0.619 -0.12
C -1.72947 -2.81264 -3.44212 -0.120 0.379 -0.754 -0.19
C -2.05640 -1.38167 -3.00564 -0.329 -0.696 0.632 -0.12
C -3.45740 -1.25966 -2.38121 0.313 0.057 -0.930 -0.47
N -4.41939 -1.90247 -3.33584 1.378 1.402 -0.394 -0.12
O -5.74146 -1.55853 -3.01169 -0.337 -0.676 0.380 -0.02
C -3.49279 -1.86676 -0.98240 -0.524 -0.426 1.096 -0.03
C -3.82896 0.23795 -2.28616 -0.625 -0.072 -0.626 -0.02
C -4.46248 -4.34192 -2.83016 -0.647 -1.025 0.247 -0.03
H -6.13428 -3.12265 -4.64000 -0.385 -0.489 -0.567 0.07
H -5.17862 -4.35036 -5.59987 0.021 -0.250 0.470 0.08
H -4.92248 -2.63860 -5.81709 0.047 0.084 0.070 0.08
H -2.59420 -4.33550 -4.75855 0.049 -0.130 0.176 0.12
H -2.69819 -2.72246 -5.36299 -0.291 0.259 0.092 0.11
H -0.75398 -2.74269 -3.93278 0.099 -0.303 -0.090 0.11
H -1.61659 -3.56016 -2.65485 -0.520 1.182 0.042 0.05
H -1.98754 -0.69583 -3.85104 0.045 -0.052 -0.092 0.12
H -1.33169 -1.07461 -2.24692 0.027 0.221 -0.031 0.12
H -2.89589 -2.75687 -0.76703 0.209 -0.044 -0.641 0.06
H -3.20743 -1.19127 -0.17160 0.053 0.392 -0.321 0.07
H -4.51707 -2.16406 -0.74051 -0.084 0.133 -0.055 0.09
H -4.46418 0.32223 -1.40715 0.142 0.794 -0.005 0.09
H -3.02632 0.97197 -2.38805 0.621 -0.492 1.072 0.06
H -4.38092 0.61004 -3.15505 -0.505 -0.639 0.002 0.08
H -5.51698 -4.44221 -2.55518 -0.091 0.562 -0.015 0.09
H -3.92568 -4.23314 -1.88992 0.184 0.169 -0.157 0.05
H -4.26744 -5.35168 -3.20589 0.423 0.135 -0.277 0.08
H -5.99207 -0.93623 -3.70183 -0.021 0.042 0.064 0.10
C -0.64603 3.74990 -4.29440 0.093 -1.276 -0.675 -0.64
O -1.33261 3.00999 -3.57851 0.137 0.422 -0.115 -0.02
N 0.69714 3.67023 -4.32128 0.014 -0.128 0.757 0.18
N -1.16598 4.54215 -5.26842 -0.340 -0.146 0.467 0.17
H 1.12079 3.00459 -3.69119 0.440 0.349 0.009 0.08
H 1.24337 4.23505 -4.94075 0.252 -0.127 0.065 0.10
H -0.58053 5.26184 -5.64481 -0.447 0.223 -0.320 0.10
H -2.16669 4.49987 -5.35632 0.055 0.631 -0.097 0.10
C -3.08542 6.45640 0.53108 -0.868 0.840 -0.537 -0.63
O -2.93972 5.24950 0.66394 0.477 0.210 0.022 0.00
N -2.18948 7.41524 0.90724 -0.453 -1.631 0.190 0.16
N -4.19079 7.03406 -0.08087 0.735 -0.968 0.228 0.15
H -2.54314 8.34735 0.88172 0.878 0.452 0.127 0.09
H -1.31520 7.05036 1.25105 0.175 0.829 0.172 0.09
H -4.78668 6.42196 -0.61813 -0.422 0.175 0.340 0.09
H -4.46007 7.93652 0.25384 -0.495 0.096 -0.421 0.09
C -4.55102 3.79219 -2.41952 -1.023 0.652 -0.905 -0.69
O -5.66670 4.13331 -2.02147 0.656 0.056 0.144 0.00
N -3.42428 3.75054 -1.68953 -0.715 0.113 1.090 0.17
N -4.27421 3.51196 -3.72360 0.817 -0.722 -1.351 0.14
H -2.57430 3.38655 -2.09547 0.055 0.467 0.246 0.04
H -3.53212 4.21537 -0.79274 0.780 -0.537 0.095 0.06
H -4.87161 3.51946 -4.52758 -0.746 0.021 0.592 0.10
H -3.35946 3.11580 -3.88811 0.035 0.083 -0.118 0.04
C -3.50201 1.71813 4.14120 0.212 -3.168 -0.341 -0.66
O -3.33016 0.51362 3.90073 0.168 1.044 -0.011 -0.01
N -3.02789 2.69771 3.34610 -0.424 1.140 0.879 0.18
N -4.21400 2.11824 5.21549 -0.474 1.766 0.445 0.16
H -2.45026 2.53426 2.55179 -0.088 -0.152 -0.302 0.07
H -3.31704 3.62329 3.61252 0.421 0.224 -0.683 0.10
H -4.47457 1.56459 6.00878 0.259 -0.664 -0.377 0.11
H -4.30170 3.11082 5.35818 -0.079 -0.084 0.185 0.09
C 1.88301 3.27027 3.60423 0.600 0.594 0.025 -0.66
O 2.71485 2.97580 2.73739 -0.530 -0.264 -0.111 -0.02
N 2.01677 4.43804 4.30474 -0.229 -0.136 -0.044 0.15
N 0.81208 2.54663 3.97957 0.046 -0.053 -0.550 0.19
H 1.32515 4.66239 4.99426 0.266 0.373 0.142 0.09
H 2.81868 5.01371 4.13443 -0.041 0.025 0.107 0.10
H 0.57917 1.70418 3.47553 0.134 -0.214 0.363 0.05
H 0.20634 2.89558 4.69697 -0.187 -0.288 0.022 0.10
C 4.05039 -1.87300 5.79744 0.686 0.019 0.059 -0.69
O 4.03979 -2.86136 6.51206 -0.024 0.396 -0.034 0.03
N 4.50893 -0.64022 6.20952 -0.051 0.159 0.855 0.14
N 3.72296 -1.85617 4.48438 -0.705 -0.214 -1.085 0.14
H 4.60352 0.14423 5.59479 -0.058 -0.086 -0.148 0.08
H 4.71798 -0.49939 7.18196 -0.122 -0.119 -0.038 0.09
H 3.45557 -1.02111 3.99852 0.394 0.285 0.187 0.06
H 3.74711 -2.68523 3.89749 -0.123 -0.384 0.684 0.05
C -0.46634 -1.16946 5.67108 -1.789 0.586 -0.170 -0.68
O -1.34271 -1.07781 6.54218 1.083 -0.683 -0.116 -0.02
N 0.61423 -1.97795 5.69266 0.331 -0.750 1.084 0.18
N -0.59887 -0.46655 4.51928 0.230 1.013 -1.213 0.14
H 1.36714 -1.97765 5.02655 -0.107 0.077 -0.145 0.07
H 0.67219 -2.62901 6.45724 0.223 0.191 0.052 0.11
H 0.14475 -0.43189 3.81758 -0.303 -0.208 0.491 0.03
H -1.51819 -0.12054 4.23954 0.225 -0.167 0.535 0.06
C 4.81167 -0.84538 0.94420 -1.137 -0.298 0.757 -0.63
O 3.93743 -1.07386 1.79592 0.744 0.180 -0.524 -0.04
N 4.60980 -0.04295 -0.11577 0.511 -0.014 -0.396 0.19
N 6.02847 -1.43119 1.01893 -0.297 0.174 -0.033 0.18
H 5.30348 -0.09563 -0.83901 -0.223 0.505 -0.243 0.10
H 3.82310 0.58514 -0.19145 -0.100 -0.076 0.050 0.08
H 6.12060 -2.13245 1.73465 0.362 -0.082 -0.198 0.12
H 6.65634 -1.29770 0.24963 0.430 -0.398 0.284 0.10
C 3.36285 3.07896 -1.25700 -1.241 -1.690 -1.140 -0.70
O 3.07506 2.98489 -2.45671 0.294 0.624 0.368 0.00
N 2.58091 2.49508 -0.30878 -0.253 -0.055 0.383 0.16
N 4.51935 3.55394 -0.78746 1.076 0.908 0.269 0.17
H 1.69005 2.08465 -0.57574 0.396 0.048 0.004 0.07
H 2.63461 2.80425 0.65264 0.028 -0.091 0.249 0.06
H 5.12795 4.06163 -1.40491 -0.029 -0.063 0.054 0.11
H 4.71533 3.51212 0.19753 0.088 0.113 -0.038 0.11
C 2.89399 -4.69806 2.42728 0.479 0.006 1.218 -0.66
O 3.56798 -4.52556 3.46042 -0.334 0.176 -1.111 -0.01
N 2.15942 -5.81760 2.29009 -0.097 -0.742 0.188 0.18
N 2.80570 -3.79909 1.42720 0.461 0.469 -0.051 0.20
H 2.16797 -6.38623 3.12024 -0.275 -0.150 -0.196 0.11
H 1.47060 -5.91886 1.56534 0.023 -0.088 -0.071 0.06
H 3.40393 -2.99690 1.57267 -0.163 0.139 -0.342 0.06
H 2.50766 -4.04860 0.49266 0.000 0.093 0.199 0.06
C -0.15059 -1.87184 1.58430 -1.010 -0.006 0.329 -0.05
C 0.45914 -0.50936 1.31994 1.004 -0.652 -0.514 -0.39
C -0.56366 0.53710 0.96364 -0.089 -0.069 -1.351 -0.15
O 0.04154 1.41046 0.00569 1.543 0.966 0.975 -0.23
C -0.53094 2.69873 -0.19794 -2.460 -1.478 -0.530 -0.08
N 1.38903 -0.02189 2.37527 -0.786 0.081 -0.631 0.05
H 0.57536 -2.64218 1.84289 0.092 0.207 0.088 0.07
H -0.72260 -2.23378 0.72498 0.376 0.381 -0.219 0.05
H -0.93169 -1.82102 2.34658 0.280 -0.015 0.352 0.08
H 1.13993 -0.62883 0.46667 -0.578 -0.032 -0.559 0.14
H -0.92049 1.04587 1.85728 -0.114 0.278 0.100 0.11
H -1.39442 0.09709 0.40589 -0.332 -0.230 0.522 0.12
H -1.00318 3.17092 0.66740 0.700 0.059 0.451 0.08
H -1.40030 2.42166 -0.80377 -0.074 0.787 -0.339 0.07
H 0.09875 3.37571 -0.76392 0.297 -0.257 0.149 0.07
H 2.20937 -0.60907 2.24497 0.096 0.130 0.375 0.03
H 1.69815 0.86001 1.96441 0.348 0.139 0.432 0.05
C 3.79088 9.52231 0.65391 0.519 -2.578 -0.547 -0.06
C 2.90852 8.40305 0.02877 -0.703 2.746 -0.186 -0.42
C 1.79792 8.01958 1.00268 0.154 -0.569 -0.170 -0.20
O 0.85964 7.13533 0.40053 0.212 0.405 0.022 -0.22
C 1.36001 5.87133 0.06214 -0.034 -1.001 -0.353 -0.11
N 2.30008 9.08460 -1.16636 0.062 -1.687 0.774 0.04
H 4.15516 9.03984 1.56398 0.228 0.961 0.409 0.08
H 3.27140 10.47088 0.74546 -0.101 -0.110 0.405 0.08
H 4.62423 9.62691 -0.03974 0.128 0.347 0.191 0.08
H 3.46152 7.52059 -0.28951 0.236 0.154 0.066 0.13
H 1.20273 8.88692 1.29451 0.188 0.150 -0.029 0.13
H 2.21600 7.56900 1.91212 0.007 -0.114 0.048 0.12
H 2.12662 5.77807 -0.71806 0.102 0.853 -0.090 0.08
H 0.51289 5.34245 -0.37429 -0.020 -0.182 0.455 0.08
H 1.79711 5.34649 0.91989 -0.371 -0.065 0.211 0.09
H 1.51672 8.44951 -1.32817 -0.292 0.579 -0.705 0.06
H 1.91300 9.92693 -0.75343 -0.305 0.124 -0.393 0.06
```
Positions in Å, forces in eV/Å.